Record 1
{
  "formula": "C16H20N4O4S2",
  "method": "wB97M-V/def2-TZVPD",
  "elements": ["C", "C", "O", "C", "C", "C", "C", "C", "C", "C", "O", "N", "C", "N", "N", "C", "S", "O", "O", "N", "C", "C", "C", "C", "C", "S", "H", "H", "H", "H", "H", "H", "H", "H", "H", "H", "H", "H", "H", "H", "H", "H", "H", "H", "H", "H"],
  "positions_angstrom": [[4.038, -2.524, 0.102], [3.472, -1.372, -0.673], [3.869, -0.215, 0.213], [5.140, 0.317, 0.085], [6.129, 0.145, -0.828], [7.373, 0.526, -1.094], [7.703, 1.548, 0.219], [6.771, 2.012, 0.913], [5.417, 1.530, 1.057], [1.867, -1.325, -0.408], [1.172, -2.186, -0.886], [1.339, -0.263, 0.213], [-0.041, -0.175, 0.421], [-0.518, 0.679, 1.217], [-1.934, 0.800, 1.279], [-2.425, -0.306, 0.487], [-4.023, -0.794, 0.454], [-4.604, -1.036, 1.598], [-4.077, -2.048, -0.330], [-4.800, 0.164, -0.305], [-4.537, 0.502, -1.661], [-3.350, 1.767, -1.969], [-3.963, 2.975, -1.083], [-4.257, 2.626, 0.182], [-5.345, 1.591, 0.551], [-1.074, -1.531, -0.317], [5.222, -2.574, -0.084], [3.887, -2.533, 1.041], [3.596, -3.375, -0.566], [3.872, -1.145, -1.593], [5.736, -0.781, -1.636], [8.001, 0.029, -1.636], [8.590, 1.925, -0.069], [6.917, 2.827, 1.825], [4.890, 1.657, 1.851], [1.991, 0.426, 0.824], [-5.408, 0.950, -2.319], [-4.181, -0.422, -2.269], [-2.586, 1.302, -1.357], [-3.258, 1.810, -2.896], [-4.839, 3.097, -1.683], [-3.143, 3.874, -1.321], [-3.287, 2.510, 0.530], [-4.520, 3.541, 0.760], [-6.208, 1.936, 0.073], [-5.401, 1.224, 1.604]],
  "orbital_gap_ev": 7.997,
  "smiles": "C[C@H](Oc1ccccc1)C(=O)Nc1nnc(S(=O)(=O)N2CCCCC2)s1",
  "de_lowest_kj_mol": 1731.5,
  "e_lumo_ev": -0.58,
  "e_homo_ev": -8.5802,
  "energy_ev": -52721.7249
}

Record 2
{
  "formula": "C16H20N4O4S2",
  "method": "wB97M-V/def2-TZVPD",
  "elements": ["C", "C", "O", "C", "O", "N", "C", "C", "N", "C", "O", "C", "C", "N", "C", "S", "N", "C", "C", "C", "S", "C", "C", "O", "C", "C", "H", "H", "H", "H", "H", "H", "H", "H", "H", "H", "H", "H", "H", "H", "H", "H", "H", "H", "H", "H"],
  "positions_angstrom": [[-3.104, 6.544, -1.165], [-3.799, 5.444, -0.375], [-3.013, 4.255, -0.323], [-2.039, 4.236, 0.617], [-1.823, 5.143, 1.387], [-1.361, 3.064, 0.622], [-0.205, 2.908, 1.477], [1.060, 2.854, 0.609], [0.930, 1.786, -0.357], [1.488, 0.552, -0.298], [1.208, -0.301, -1.122], [2.471, 0.318, 0.841], [2.802, -1.167, 1.071], [1.736, -2.077, 0.686], [0.512, -1.948, 1.264], [0.187, -0.936, 2.529], [-0.511, -2.717, 0.797], [-0.361, -3.561, -0.265], [-1.342, -4.364, -0.886], [-0.811, -5.079, -1.916], [0.866, -4.805, -2.156], [0.889, -3.693, -0.837], [2.037, -2.958, -0.377], [3.163, -3.067, -0.800], [-0.207, 1.991, -1.235], [-1.486, 2.039, -0.389], [-2.190, 6.841, -0.657], [-3.760, 7.407, -1.241], [-2.859, 6.194, -2.165], [-4.731, 5.141, -0.857], [-3.999, 5.784, 0.646], [-0.173, 3.756, 2.163], [-0.306, 1.977, 2.045], [1.948, 2.732, 1.224], [1.152, 3.796, 0.056], [3.399, 0.849, 0.621], [2.042, 0.723, 1.757], [3.028, -1.319, 2.130], [3.662, -1.467, 0.469], [-1.408, -2.596, 1.248], [-2.373, -4.402, -0.585], [-1.327, -5.764, -2.559], [-0.243, 1.162, -1.944], [-0.078, 2.933, -1.776], [-2.355, 2.246, -1.011], [-1.618, 1.074, 0.113]],
  "orbital_gap_ev": 8.658,
  "smiles": "CCOC(=O)N1CCN(C(=O)CCn2c(=S)[nH]c3ccsc3c2=O)CC1",
  "de_lowest_kj_mol": 0.0,
  "e_lumo_ev": 0.28,
  "e_homo_ev": -8.3809,
  "energy_ev": -52739.6704
}

Record 3
{
  "formula": "C16H20N4O7S",
  "method": "wB97M-V/def2-TZVPD",
  "elements": ["C", "C", "C", "C", "O", "O", "C", "C", "N", "C", "C", "C", "S", "C", "C", "C", "O", "O", "C", "C", "N", "O", "N", "C", "C", "N", "O", "O", "H", "H", "H", "H", "H", "H", "H", "H", "H", "H", "H", "H", "H", "H", "H", "H", "H", "H", "H", "H"],
  "positions_angstrom": [[3.966, 0.812, 4.747], [3.685, -0.672, 4.948], [2.204, -1.003, 4.738], [1.772, -0.733, 3.319], [0.890, 0.024, 2.996], [2.482, -1.452, 2.446], [2.156, -1.303, 1.070], [2.733, 0.011, 0.505], [2.352, 0.203, -0.865], [1.117, 0.489, -1.301], [0.105, 0.875, -0.367], [-1.193, 1.115, -0.707], [-2.341, 1.577, 0.531], [-3.816, 0.612, 0.031], [-3.478, -0.870, -0.110], [-2.461, -1.283, 0.943], [-1.338, -1.645, 0.697], [-2.964, -1.177, 2.166], [-2.072, -1.434, 3.245], [-1.543, 1.005, -2.078], [-2.677, 1.172, -2.718], [-2.409, 0.974, -4.008], [-1.127, 0.680, -4.232], [-0.533, 0.683, -3.059], [0.806, 0.415, -2.679], [1.721, 0.042, -3.673], [2.883, -0.229, -3.338], [1.347, -0.013, -4.825], [3.376, 1.409, 5.438], [3.715, 1.118, 3.734], [5.018, 1.025, 4.918], [3.966, -0.961, 5.963], [4.283, -1.261, 4.251], [1.580, -0.405, 5.403], [2.035, -2.061, 4.944], [1.068, -1.321, 0.944], [2.600, -2.164, 0.567], [3.824, -0.023, 0.550], [2.390, 0.846, 1.123], [2.990, -0.107, -1.605], [0.362, 0.952, 0.676], [-4.206, 1.024, -0.897], [-4.517, 0.778, 0.848], [-4.384, -1.464, 0.014], [-3.049, -1.079, -1.090], [-1.236, -0.732, 3.214], [-1.687, -2.454, 3.181], [-2.652, -1.300, 4.154]],
  "orbital_gap_ev": 7.642,
  "smiles": "CCCC(=O)OCCNc1cc(SCCC(=O)OC)c2nonc2c1[N+](=O)[O-]",
  "de_lowest_kj_mol": 0.0,
  "e_lumo_ev": -1.05,
  "e_homo_ev": -8.6945,
  "energy_ev": -48040.3881
}

Record 4
{
  "formula": "C16H20NO",
  "method": "wB97M-V/def2-TZVPD",
  "elements": ["C", "N", "C", "C", "C", "C", "C", "C", "C", "C", "C", "C", "C", "C", "C", "C", "O", "C", "H", "H", "H", "H", "H", "H", "H", "H", "H", "H", "H", "H", "H", "H", "H", "H", "H", "H", "H", "H"],
  "positions_angstrom": [[1.531, 1.546, 3.012], [1.160, 0.308, 2.170], [1.155, -0.845, 3.176], [0.659, -2.002, 2.340], [0.466, -1.755, 0.788], [1.783, -1.193, 0.317], [2.116, 0.176, 0.993], [-0.626, -0.587, 0.809], [-0.963, -0.240, -0.589], [-2.118, -0.618, -1.288], [-2.018, 0.071, -2.485], [-2.931, 0.310, -3.521], [-2.626, 1.039, -4.602], [-1.339, 1.606, -4.689], [-0.326, 1.305, -3.725], [-0.689, 0.547, -2.599], [0.007, 0.382, -1.457], [-0.208, 0.540, 1.690], [2.517, 1.435, 3.423], [1.546, 2.587, 2.544], [0.878, 1.799, 3.879], [0.629, -0.520, 4.050], [2.148, -1.180, 3.523], [1.341, -2.884, 2.409], [-0.298, -2.454, 2.662], [0.151, -2.662, 0.217], [1.693, -1.066, -0.840], [2.630, -1.790, 0.482], [1.826, 0.949, 0.342], [3.220, 0.223, 1.235], [-1.442, -1.028, 1.249], [-3.007, -1.154, -0.996], [-3.908, -0.115, -3.367], [-3.392, 1.175, -5.410], [-0.998, 2.314, -5.435], [0.604, 1.709, -3.773], [-0.861, 0.743, 2.545], [-0.311, 1.330, 0.923]],
  "orbital_gap_ev": 8.289,
  "total_charge": 1,
  "smiles": "C[N@+]12CC[C@H](CC1)[C@H](c1cc3ccccc3o1)C2",
  "de_lowest_kj_mol": 309.4,
  "e_lumo_ev": -2.46,
  "e_homo_ev": -10.7530,
  "energy_ev": -20445.5190
}

Record 5
{
  "formula": "C16H20NO8P2SSiTa",
  "method": "wB97M-V/def2-TZVPD",
  "elements": ["Ta", "C", "Si", "C", "C", "N", "C", "C", "C", "C", "C", "C", "O", "C", "C", "C", "C", "C", "C", "H", "H", "H", "H", "H", "H", "H", "H", "H", "H", "H", "H", "H", "H", "H", "H", "H", "H", "O", "P", "O", "O", "O", "P", "O", "O", "O", "H", "H", "S", "C"],
  "positions_angstrom": [[-0.086, 0.092, 0.372], [-1.860, -3.873, 1.323], [-1.236, -2.929, -0.160], [-1.980, -3.429, -1.796], [0.615, -3.175, -0.257], [-1.602, -1.167, 0.126], [-2.927, -0.708, 0.051], [-4.083, -1.483, -0.009], [-5.324, -0.866, -0.061], [-5.434, 0.516, -0.062], [-4.299, 1.313, 0.013], [-3.083, 0.673, 0.082], [-1.847, 1.347, 0.167], [-1.893, 2.722, 0.594], [-1.556, 3.685, -0.330], [-1.573, 5.009, 0.087], [-1.926, 5.325, 1.389], [-2.268, 4.326, 2.291], [-2.253, 2.998, 1.896], [-1.575, -4.923, 1.226], [-2.938, -3.837, 1.474], [-1.381, -3.489, 2.227], [-1.647, -4.445, -2.019], [-1.616, -2.786, -2.600], [-3.068, -3.423, -1.831], [0.731, -4.260, -0.351], [1.166, -2.881, 0.636], [1.090, -2.735, -1.133], [-4.023, -2.560, -0.008], [-6.216, -1.475, -0.104], [-6.407, 0.984, -0.115], [-4.367, 2.391, 0.026], [-1.273, 3.407, -1.336], [-1.300, 5.790, -0.609], [-1.929, 6.358, 1.708], [-2.539, 4.581, 3.306], [-2.510, 2.196, 2.576], [2.806, 1.592, 1.698], [1.453, 2.372, 1.502], [1.427, 3.792, 1.772], [0.881, 1.845, 0.134], [0.390, 1.479, 2.445], [0.496, 0.028, 3.177], [-1.081, -0.249, 3.260], [1.280, -0.108, 4.382], [0.879, -0.805, 1.880], [3.478, 2.075, 2.198], [-1.437, -0.311, 4.156], [0.478, -0.333, -3.173], [0.234, -0.138, -1.683]],
  "orbital_gap_ev": [6.357, 6.906],
  "total_charge": 1,
  "de_lowest_kj_mol": 12.7,
  "e_lumo_ev": [-4.89, -5.01],
  "e_homo_ev": [-11.2470, -11.9193],
  "spin_multiplicity": 2,
  "energy_ev": -73631.7701
}